DFT (wB97M-V/def2-TZVPD) results for a cluster of 2 separate species, C25H24NO2 in total in a non-equilibrium geometry.

Summary:
Maximum force (eV/A): 1.7
Kohn-Sham gap (eV): 4.60
Total charge: +1
Electronic energy (hartree): -1172.0330
ΔE to the lowest compared entry with this formula, charge and spin (kJ/mol): 0.0

Last columns: bonded neighbours and bond lengths (Å).
Cartesian coordinates (Å):
1 C -0.98961 -0.47286 1.27121  C2 1.440, C8 1.443, C15 1.446
2 C -0.95917 -1.81443 1.79254  C1 1.440, C3 1.414, C7 1.417
3 C -1.55882 -2.88242 1.08644  C2 1.414, C4 1.392, H20 1.089
4 C -1.62569 -4.15717 1.64053  C3 1.392, C5 1.402, H21 1.093
5 C -1.09371 -4.39869 2.91526  C4 1.402, C6 1.401, H22 1.089
6 C -0.51180 -3.34960 3.63899  C5 1.401, C7 1.391, H23 1.092
7 C -0.45165 -2.07347 3.08979  C2 1.417, C6 1.391, H24 1.088
8 C -0.09957 0.59942 1.64417  C1 1.443, C9 1.439, C13 1.397
9 C -0.65696 1.83408 1.15896  C8 1.439, C10 1.385, C14 1.454
10 C -0.06668 3.04881 1.46815  C9 1.385, C11 1.401, H25 1.090
11 C 1.14124 3.05438 2.17734  C10 1.401, C12 1.406, H26 1.091
12 C 1.70771 1.85054 2.63102  C11 1.406, C13 1.400, H27 1.091
13 C 1.08515 0.62129 2.38397  C8 1.397, C12 1.400, H28 1.089
14 C -1.90436 1.52616 0.47803  C9 1.454, C15 1.441, C19 1.387
15 C -2.11330 0.10282 0.56537  C1 1.446, C14 1.441, C16 1.398
16 C -3.35672 -0.42679 0.20953  C15 1.398, C17 1.403, H29 1.087
17 C -4.32425 0.42235 -0.34753  C16 1.403, C18 1.406, H30 1.093
18 C -4.08712 1.80121 -0.48359  C17 1.406, C19 1.403, H31 1.091
19 C -2.88493 2.36405 -0.03077  C14 1.387, C18 1.403, H32 1.089
20 H -2.00023 -2.69147 0.10925  C3 1.089
21 H -2.11437 -4.96278 1.08752  C4 1.093
22 H -1.13800 -5.39683 3.34830  C5 1.089
23 H -0.12496 -3.52147 4.64524  C6 1.092
24 H -0.09584 -1.24036 3.69323  C7 1.088
25 H -0.54232 3.96596 1.12079  C10 1.090
26 H 1.65560 3.99819 2.36246  C11 1.091
27 H 2.64077 1.87537 3.19650  C12 1.091
28 H 1.49500 -0.30971 2.77262  C13 1.089
29 H -3.59122 -1.46829 0.41672  C16 1.087
30 H -5.28687 0.00657 -0.65590  C17 1.093
31 H -4.85111 2.43749 -0.93391  C18 1.091
32 H -2.68873 3.43420 -0.07283  C19 1.089
33 C 0.02117 2.95868 -3.47200  O34 1.448, H42 1.089, H43 1.102, H44 1.101
34 O 0.58097 1.62528 -3.55296  C33 1.448, C35 1.347
35 C 1.01721 1.20130 -2.35098  O34 1.347, C36 1.525, O41 1.218
36 C 1.57848 -0.21633 -2.37462  C35 1.525, C37 1.552, N40 1.403, H45 1.106
37 C 2.81958 -0.39479 -3.28928  C36 1.552, C38 1.538, H46 1.092, H47 1.101
38 C 3.79903 -1.24207 -2.46054  C37 1.538, C39 1.553, H48 1.094, H49 1.093
39 C 3.24043 -1.26631 -1.01188  C38 1.553, N40 1.428, H50 1.103, H51 1.101
40 N 2.01356 -0.53904 -1.08073  C36 1.403, C39 1.428, H52 1.012
41 O 0.97446 1.90006 -1.35443  C35 1.218
42 H -0.46885 3.10729 -4.43360  C33 1.089
43 H -0.69312 3.03156 -2.63640  C33 1.102
44 H 0.82226 3.69749 -3.31243  C33 1.101
45 H 0.75164 -0.86106 -2.72814  C36 1.106
46 H 2.50412 -0.88086 -4.21507  C37 1.092
47 H 3.26628 0.58321 -3.52814  C37 1.101
48 H 3.84883 -2.25738 -2.86517  C38 1.094
49 H 4.80104 -0.80494 -2.47575  C38 1.093
50 H 3.10515 -2.30470 -0.66399  C39 1.103
51 H 3.94550 -0.78587 -0.31592  C39 1.101
52 H 1.46482 -0.32809 -0.25736  N40 1.012